[1]
Here is C41H61BBaI2N8O2PS4Se3Te as an isolated structure from the OMol25 dataset. Energies are from wB97M-V/def2-TZVPD.

Structure (XYZ):
```
125
Properties=species:S:1:pos:R:3:forces:R:3
Ba -2.650003 0.452226 -0.294163 -1.17 1.10 -0.28
C 2.806954 2.190297 -4.726031 0.01 0.03 0.06
C 2.531433 3.039952 -3.483128 -0.15 0.06 -0.28
C 3.388012 4.305341 -3.577095 -0.03 -0.07 0.14
C 1.056013 3.434894 -3.392444 0.21 -0.08 -0.09
N 2.884321 2.300148 -2.249611 0.00 -0.35 0.47
C 3.527723 2.870678 -1.160047 0.15 0.15 0.10
C 3.512293 1.978814 -0.154083 0.11 0.08 0.09
N 2.856425 0.852216 -0.584866 0.09 0.28 -0.36
B 2.426064 -0.356106 0.270046 -0.15 -0.04 -0.07
N 3.149928 -1.627975 -0.212766 0.10 -0.47 -0.11
C 4.180482 -1.726100 -1.112146 0.15 0.05 -0.10
C 4.413082 -3.029293 -1.351131 0.22 -0.02 -0.07
N 3.524932 -3.768526 -0.579888 -0.09 0.52 0.03
C 2.741797 -2.875497 0.113329 0.08 -0.04 0.02
S 1.537151 -3.189234 1.253353 -0.55 -0.18 0.27
C 3.332931 -5.231729 -0.671338 -0.26 -0.29 0.08
C 3.404252 -5.867396 0.720574 0.07 0.10 -0.06
C 1.967360 -5.487290 -1.319479 0.04 0.04 0.02
C 4.421994 -5.847597 -1.547825 -0.02 0.18 0.00
N 2.826582 -0.138242 1.745266 0.06 0.32 0.45
C 3.828940 -0.788545 2.422301 0.17 -0.13 0.00
C 3.778320 -0.425346 3.715806 0.21 -0.02 0.09
N 2.731119 0.472000 3.860947 -0.02 -0.17 -0.52
C 2.156680 0.645156 2.622651 0.14 -0.12 0.28
S 0.900629 1.689124 2.200993 -0.24 0.31 -0.15
C 2.356197 1.156457 5.116379 -0.27 0.27 0.20
C 2.656142 2.652420 4.970507 0.00 -0.08 -0.04
C 0.867420 0.930683 5.410129 0.11 -0.03 -0.07
C 3.162933 0.583016 6.279983 0.05 -0.05 -0.16
C 2.454966 1.051643 -1.867000 0.16 0.13 0.03
S 1.656874 -0.125372 -2.775391 -0.43 -0.23 -0.25
H 2.659833 2.797195 -5.619958 0.03 0.09 0.01
H 2.138806 1.339759 -4.770410 0.00 -0.06 -0.02
H 3.833809 1.820573 -4.710195 0.04 0.01 -0.04
H 3.211100 4.768858 -4.546043 -0.03 -0.01 -0.02
H 4.450809 4.071380 -3.498466 0.03 0.02 -0.01
H 3.119102 5.033337 -2.810796 0.04 0.01 0.04
H 0.779990 4.064864 -4.239626 0.00 0.01 -0.03
H 0.881311 3.982856 -2.465196 -0.06 -0.01 0.03
H 0.408306 2.558632 -3.407545 0.13 0.02 0.09
H 3.951286 3.855583 -1.176129 -0.03 0.02 -0.04
H 3.899454 2.065963 0.844641 -0.01 0.01 0.02
H 1.251759 -0.506056 0.165856 -0.09 0.00 0.00
H 4.657643 -0.856763 -1.526158 -0.02 0.02 -0.04
H 5.136479 -3.480575 -2.001161 -0.01 -0.02 -0.01
H 2.641553 -5.445359 1.365573 -0.02 -0.01 0.07
H 4.381435 -5.685009 1.171302 0.04 -0.01 0.00
H 3.248035 -6.943853 0.643270 0.03 -0.03 -0.07
H 1.177784 -5.036403 -0.722559 -0.03 0.01 0.04
H 1.777738 -6.558169 -1.398704 0.04 -0.05 -0.01
H 1.939736 -5.046873 -2.317605 0.01 -0.01 -0.02
H 5.420361 -5.623794 -1.169040 0.01 0.00 0.01
H 4.339798 -5.500080 -2.578030 0.06 -0.02 -0.03
H 4.297535 -6.929344 -1.546143 -0.05 -0.01 0.01
H 4.493621 -1.475698 1.931301 -0.03 -0.05 0.01
H 4.401444 -0.736954 4.530872 -0.02 0.00 0.03
H 2.081716 3.065025 4.143944 0.01 0.04 -0.02
H 3.719160 2.810227 4.777100 0.02 -0.01 0.02
H 2.383701 3.185855 5.881898 0.00 -0.04 0.06
H 0.256409 1.402795 4.647850 -0.08 -0.01 -0.01
H 0.618055 1.358937 6.381759 0.04 -0.01 0.05
H 0.642947 -0.137065 5.421282 -0.01 -0.02 0.04
H 4.233050 0.756996 6.160147 0.02 -0.01 0.01
H 2.980437 -0.486585 6.390319 0.03 -0.03 0.03
H 2.845791 1.076042 7.197311 -0.03 0.04 -0.01
Se -5.572659 0.968476 -0.836206 -0.99 -0.02 0.54
Se -5.589691 1.111819 -3.146060 -0.04 -0.26 -0.24
Te -4.594174 3.310624 -3.703639 0.03 0.35 -0.22
Se -2.164735 2.843324 -4.064542 -0.15 0.73 -0.33
I -3.929486 -0.447320 3.873787 -0.07 0.28 -0.10
C -4.164696 1.686773 3.768312 0.22 -0.17 -0.06
I -2.757898 2.615039 2.413876 -0.59 0.07 0.79
H -4.014643 2.074065 4.769082 0.05 0.00 -0.02
H -5.173783 1.885778 3.426785 0.05 -0.04 -0.08
O -1.119983 -0.549481 1.241832 1.34 -1.26 1.04
H -0.500947 0.145227 1.580494 0.17 0.05 0.18
H -0.529726 -1.321477 1.126384 0.00 0.17 0.09
O -1.578176 0.345249 -2.415351 1.17 -0.87 -0.83
H -1.840157 0.997100 -3.097421 -0.31 0.40 -0.30
H -0.606889 0.267805 -2.537393 0.06 -0.16 0.06
C -1.924787 6.746178 -3.653630 -0.06 -0.13 -0.05
C -1.543427 6.548155 -2.228729 0.08 0.12 0.18
C -1.215825 7.565888 -1.366671 -0.01 -0.01 -0.01
C -0.891599 7.227673 -0.040452 -0.05 -0.13 -0.21
N -0.894496 5.984575 0.390560 0.08 0.19 0.15
C -1.189251 4.987068 -0.462522 -0.20 -0.16 -0.22
S -1.108876 3.387915 0.014100 0.37 -0.16 -0.19
N -1.523396 5.288065 -1.761476 -0.01 0.16 -0.02
C -0.504006 8.279651 0.952825 -0.07 0.00 -0.07
H -1.808834 7.786364 -3.947583 0.01 0.00 0.02
H -2.959530 6.434994 -3.799752 -0.07 0.03 -0.01
H -1.328990 6.097786 -4.294751 0.05 -0.01 -0.05
H -1.215196 8.593136 -1.697786 0.00 0.00 -0.05
H -1.741999 4.506568 -2.423944 0.04 -0.16 0.14
H -0.561251 9.273497 0.513071 0.02 0.04 0.06
H 0.511704 8.089175 1.299065 0.00 0.01 0.01
H -1.160853 8.220196 1.819798 0.00 0.01 0.01
C -1.882953 -3.601078 -0.688862 0.01 0.02 0.08
P -3.428555 -2.746914 -0.200466 -0.17 -0.42 -0.30
C -4.516718 -3.500878 -1.465747 -0.10 0.06 0.01
C -4.770809 -4.871979 -1.500294 -0.05 0.05 -0.04
C -5.537141 -5.411923 -2.518768 0.00 -0.10 0.05
C -6.063159 -4.591439 -3.508946 0.04 0.03 -0.05
C -5.816616 -3.228172 -3.481870 -0.04 -0.08 -0.08
C -5.039629 -2.688962 -2.466755 0.09 0.14 0.20
C -3.913641 -3.645652 1.315285 0.03 0.15 -0.01
C -5.244250 -3.987495 1.551182 0.05 0.03 0.03
C -5.611605 -4.585744 2.745921 0.00 0.01 0.03
C -4.659364 -4.827668 3.725757 -0.04 -0.02 0.05
C -3.339090 -4.459569 3.512616 0.04 0.01 0.05
C -2.966690 -3.869413 2.314313 -0.05 0.00 -0.08
H -1.103742 -3.438240 0.049726 0.23 -0.03 0.04
H -1.551857 -3.159440 -1.630447 0.03 -0.03 -0.01
H -2.049683 -4.669957 -0.824347 0.07 -0.01 0.02
H -4.381108 -5.514539 -0.719836 0.03 -0.03 -0.01
H -5.727956 -6.477837 -2.540143 -0.01 -0.01 0.00
H -6.651700 -5.023469 -4.308273 -0.05 0.02 0.01
H -6.232350 -2.582828 -4.244625 0.04 0.04 -0.01
H -4.839728 -1.623732 -2.433696 -0.11 0.02 -0.06
H -5.992724 -3.781620 0.796989 -0.02 -0.02 -0.01
H -6.645472 -4.857231 2.916590 -0.02 0.01 0.00
H -4.950880 -5.293665 4.658353 0.01 0.00 0.02
H -2.597657 -4.624424 4.284236 0.02 -0.02 -0.01
H -1.936613 -3.573132 2.155548 0.04 -0.03 0.05
```
Positions in Å, forces in eV/Å.

charge: -1
E: -12240.04344 a.u.
spin multiplicity: 1
Kohn-Sham gap: 0.215 Eh
ΔE to the lowest compared entry with this formula, charge and spin: 0.00 kcal/mol
HOMO: -3.92 eV
LUMO level: 1.94 eV

=====

[2]
Here is C4H8O2 as an isolated structure from the OMol25 dataset. Energies are from wB97M-V/def2-TZVPD.

Structure (XYZ):
```
14
Properties=species:S:1:pos:R:3:forces:R:3
O 1.964983 0.309544 0.612302 0.16 -0.33 0.02
C 0.948508 0.139355 -0.315168 -0.21 -0.20 -0.33
C -0.315421 0.632203 0.163303 0.04 0.44 0.17
C -1.319783 0.914256 -0.952903 -0.11 0.67 -0.36
O -1.805162 -0.440666 -0.956648 0.42 -0.29 -0.16
C -0.849898 -0.738488 0.015576 0.41 -0.46 -0.27
H 2.796995 -0.100242 0.347140 -0.31 -0.15 -0.14
H 0.903082 -1.359886 1.768770 -0.08 -0.16 0.27
H 1.220194 0.025880 -1.356822 -0.16 0.32 0.03
H -0.307766 1.198175 1.087683 -0.07 0.18 0.08
H -2.073354 1.665854 -0.720001 -0.21 -0.20 -0.03
H -0.858830 1.119142 -1.915797 0.03 0.24 0.04
H 0.258465 -1.607524 2.049044 0.23 -0.02 0.15
H -0.562012 -1.757608 0.173523 -0.12 -0.03 0.52
```
Positions in Å, forces in eV/Å.

charge: 0
E: -307.48259 a.u.
spin multiplicity: 1
Kohn-Sham gap: 0.280 Eh
ΔE to the lowest compared entry with this formula, charge and spin: 144.23 kcal/mol
HOMO: -6.76 eV
LUMO level: 0.85 eV

=====

[3]
Here is an isolated molecule of C14H24N2Si2 from the OMol25 dataset. Energies are from wB97M-V/def2-TZVPD.

Structure (XYZ):
```
42
Properties=species:S:1:pos:R:3:forces:R:3
C -2.327817 3.371292 -0.241700 0.55 -0.16 1.15
Si -2.377860 1.565444 -0.632429 1.18 -0.33 -1.56
C -3.259610 0.571698 0.674868 0.08 0.02 0.35
C -3.307811 1.611644 -2.279301 0.48 -0.45 0.29
N -0.670881 0.910425 -1.000971 -2.85 -0.66 0.87
C 0.476362 1.693518 -0.929504 0.57 -0.34 0.40
C 1.635834 1.151515 -0.565774 -0.89 -0.08 -0.42
N 1.751975 -0.220047 -0.225804 0.77 -0.71 1.29
Si 2.587271 -0.674535 1.299991 -0.73 1.37 -0.47
C 1.324880 -1.333417 2.578342 1.29 -0.19 -0.77
C 4.027305 -1.758207 0.881400 -0.60 -0.32 -0.30
C 3.227243 0.969433 1.962515 -0.49 -0.39 0.32
C 0.746977 -1.107168 -0.629858 -1.92 0.61 -0.69
C 0.906046 -2.500871 -0.677728 0.16 1.66 0.24
C -0.090656 -3.301276 -1.167422 -1.18 -0.42 -0.16
C -1.299442 -2.763945 -1.570112 0.84 0.97 0.50
C -1.512907 -1.387743 -1.488956 0.04 0.33 0.04
C -0.533618 -0.537488 -0.990437 1.75 0.29 -0.58
H -2.132407 3.445152 0.828415 0.43 0.39 0.10
H -3.258180 3.908903 -0.382391 -0.21 -0.15 -0.38
H -1.528067 3.836356 -0.811662 0.00 0.30 0.05
H -2.938631 0.797298 1.711738 0.11 -0.25 -0.59
H -4.293694 0.915845 0.624135 -0.22 -0.12 -0.05
H -3.238322 -0.511867 0.482961 0.01 0.40 0.20
H -2.634344 1.428100 -3.123488 -0.18 -0.31 0.14
H -4.117136 0.887206 -2.236844 -0.23 0.00 -0.48
H -3.679061 2.620204 -2.422048 -0.39 0.06 0.05
H 0.401554 2.753814 -1.154699 -0.05 -0.26 -0.15
H 2.512280 1.750522 -0.567270 0.68 0.15 0.00
H 1.112190 -2.385425 2.431681 -0.48 -0.12 -0.23
H 1.767919 -1.284512 3.565041 0.11 0.28 0.33
H 0.451824 -0.698916 2.526313 -0.40 -0.04 0.05
H 3.678422 -2.729574 0.524453 0.21 -0.11 0.27
H 4.575397 -1.322809 0.044106 0.15 0.17 0.24
H 4.632217 -1.863674 1.768784 0.50 -0.23 0.13
H 2.806697 1.900408 1.584597 -0.17 -0.25 -0.04
H 3.001165 0.915958 3.024728 0.17 0.24 0.30
H 4.289238 1.018530 1.846276 0.82 0.10 0.00
H 1.795735 -2.928013 -0.276602 0.62 -0.28 -0.09
H 0.026319 -4.366961 -1.217330 0.21 -0.33 0.06
H -2.080608 -3.370640 -1.919799 -0.83 -0.82 -0.49
H -2.453798 -0.976179 -1.848212 0.11 -0.03 0.07
```
Positions in Å, forces in eV/Å.

charge: 0
E: -1236.42903 a.u.
spin multiplicity: 1
Kohn-Sham gap: 0.265 Eh
ΔE to the lowest compared entry with this formula, charge and spin: 3.83 kcal/mol
HOMO: -6.42 eV
LUMO level: 0.81 eV

=====

[4]
Here is an isolated ion of composition C4H9N2O and charge +1 from the OMol25 dataset. Energies are from wB97M-V/def2-TZVPD.

Structure (XYZ):
```
16
Properties=species:S:1:pos:R:3:forces:R:3
C 1.517959 0.659566 -1.606218 -3.53 -0.57 1.42
N 0.140483 0.308037 -0.635781 3.99 0.48 -1.12
O -1.108652 0.258539 -1.184028 -0.08 0.30 -0.52
C -1.957019 -0.370168 -0.202155 -0.37 -0.33 0.32
C -1.139111 -0.426646 1.101568 -0.19 0.07 0.05
C 0.225501 -0.059140 0.604920 -0.74 -0.02 -0.35
N 1.341448 -0.103269 1.311998 0.23 0.07 0.04
H 2.175364 -0.185498 -1.484531 0.10 -0.19 0.09
H 1.888032 1.606583 -1.246149 0.06 0.12 0.11
H 1.090319 0.726188 -2.600761 0.08 0.00 0.02
H -2.217958 -1.369337 -0.564121 0.09 0.16 0.04
H -2.862264 0.233302 -0.115957 0.18 -0.07 -0.04
H -1.148006 -1.417050 1.557464 0.06 0.04 -0.04
H -1.477444 0.292262 1.854026 0.09 -0.03 -0.10
H 1.314598 -0.367624 2.282902 0.02 0.01 -0.05
H 2.216751 0.214253 0.926821 0.00 -0.04 0.14
```
Positions in Å, forces in eV/Å.

charge: +1
E: -342.25319 a.u.
spin multiplicity: 1
Kohn-Sham gap: 0.398 Eh
ΔE to the lowest compared entry with this formula, charge and spin: 65.31 kcal/mol
HOMO: -13.79 eV
LUMO level: -2.96 eV

=====

[5]
Here is an isolated molecule of C4H6N2O2 from the OMol25 dataset. Energies are from wB97M-V/def2-TZVPD.

Structure (XYZ):
```
14
Properties=species:S:1:pos:R:3:forces:R:3
C -0.016440 -2.069305 0.464583 0.15 -0.19 0.15
N -0.683482 1.122912 -1.753638 -0.06 0.82 -1.59
C 0.342870 0.913196 0.306197 -0.30 -0.09 -0.35
N -0.512614 0.996172 1.358802 0.15 0.19 0.10
O 0.366307 1.865019 -2.292043 -0.61 -0.65 0.19
C -0.275666 0.129349 -0.936352 1.23 0.34 2.10
C -0.179382 -1.120750 -0.633518 -0.64 -0.55 -0.92
O 1.461584 1.343526 0.241847 0.05 0.00 0.24
H 1.180422 1.331449 -2.270769 -0.07 0.04 0.19
H -1.497259 0.874043 1.187007 0.08 -0.02 -0.03
H -0.249446 1.643738 2.086161 -0.02 -0.03 0.02
H 0.986064 -2.504499 0.453958 -0.05 0.04 0.02
H -0.203007 -1.626646 1.453174 0.06 0.02 -0.15
H -0.719953 -2.898206 0.334590 0.04 0.07 0.01
```
Positions in Å, forces in eV/Å.

charge: 0
E: -415.81371 a.u.
spin multiplicity: 1
Kohn-Sham gap (spin up / spin down): 0.304 / 0.289 Eh
ΔE to the lowest compared entry with this formula, charge and spin: 142.39 kcal/mol
HOMO (spin up / spin down): -8.65 / -8.14 eV
LUMO level (spin up / spin down): -0.38 / -0.28 eV

=====

E of number 1 (C41H61BBaI2N8O2PS4Se3Te)?
-12240.04344 a.u.